No. 1
The following is a quantum chemistry calculation of the ion C4H11O6P2 with charge -1, from the OMol25 dataset.

Bonds (Å) are listed after each position.
Atoms and positions in Å:
1 P 1.76697 0.72712 -1.32613  O3 1.713, O4 1.465, O8 1.471, O10 1.600
2 H -1.63761 2.58444 0.53268  C21 1.074
3 O 0.14785 0.18700 -1.18550  P1 1.713, P19 1.609
4 O 1.85330 1.95976 -0.53953  P1 1.465
5 C -2.93547 -1.18388 0.48532  H9 1.192, H17 1.102, O20 1.421, H22 1.179
6 H 1.36467 1.21437 1.14130  C15 1.048
7 C 2.36129 -1.77203 -0.98967  O10 1.372, H12 1.046, H13 1.239, H18 1.137
8 O 2.24437 0.82275 -2.71421  P1 1.471
9 H -2.78734 -2.28923 0.90693  C5 1.192
10 O 2.38109 -0.49312 -0.49347  P1 1.600, C7 1.372
11 H 1.20068 0.29987 2.66806  C15 1.054
12 H 3.16097 -2.28217 -0.54947  C7 1.046
13 H 2.49035 -1.72826 -2.22127  C7 1.239
14 H 0.25336 1.74699 2.31362  C15 1.084
15 C 0.74034 0.86797 1.90844  H6 1.048, H11 1.054, H14 1.084, O23 1.418
16 H -2.23482 1.87563 -1.15655  C21 1.116
17 H -3.80508 -1.24797 -0.18864  C5 1.102
18 H 1.34157 -2.23293 -0.79105  C7 1.137
19 P -0.92913 0.42218 -0.01361  O3 1.609, O20 1.647, C21 1.659, O23 1.587
20 O -1.78501 -0.95194 -0.31612  C5 1.421, P19 1.647
21 C -1.91073 1.75725 -0.09473  H2 1.074, H16 1.116, P19 1.659
22 H -3.02836 -0.29983 1.26014  C5 1.179
23 O -0.25326 0.01605 1.36346  C15 1.418, P19 1.587

The spin multiplicity is 1. The calculation puts the total energy at -35193.2354 eV. Its LUMO energy is 3.46 eV. Its SMILES is C=P(OC)(OC)O[P@](=O)([O-])OC. As for the gap between HOMO and LUMO: 7.89 eV. Its total charge is -1. For the energy relative to the best compared isomer or geometry (same formula, charge and spin), the calculation gives 0.0 kcal/mol.

No. 2
The following is a quantum chemistry calculation of a cluster of 2 separate species, C4H11OS in total, from the OMol25 dataset.

Bonds (Å) are listed after each position.
Atoms and positions in Å:
1 H 0.60209 -0.74736 -2.20672  C17 1.092
2 H 2.78651 -1.13969 -2.03582  C10 1.104
3 H -0.88773 1.33985 1.20477  C14 1.127
4 C -2.39593 0.26078 2.25091  H5 1.092, H6 1.094, C14 1.560, H15 1.093
5 H -1.94872 0.50799 3.21558  C4 1.092
6 H -2.81290 -0.75115 2.24437  C4 1.094
7 O -1.88849 0.01979 -0.10491  C14 1.347
8 H -0.53735 -0.38090 1.43985  C14 1.128
9 S 1.84731 0.76687 -0.90611  C10 1.818, C17 1.838
10 C 2.96910 -0.65547 -1.06096  H2 1.104, S9 1.818, H11 1.092, H12 1.094
11 H 2.86837 -1.42926 -0.29741  C10 1.092
12 H 3.99883 -0.30702 -1.18345  C10 1.094
13 H 0.18419 0.91946 -2.63450  C17 1.090
14 C -1.35158 0.31861 1.09325  H3 1.127, C4 1.560, O7 1.347, H8 1.128
15 H -3.18549 0.92816 1.89629  C4 1.093
16 H -0.58227 0.11825 -1.11291  C17 1.152
17 C 0.33405 0.23108 -1.80222  H1 1.092, S9 1.838, H13 1.090, H16 1.152

The spin multiplicity is 1. The calculation puts the total energy at -17208.2611 eV. Its LUMO energy is 3.45 eV. As for the gap between HOMO and LUMO: 6.07 eV. Its total charge is -1. For the energy relative to the best compared isomer or geometry (same formula, charge and spin), the calculation gives 44.6 kcal/mol.

No. 3
The following is a quantum chemistry calculation of a cluster of 2 separate species, C4H11PS in total, from the OMol25 dataset.

Bonds (Å) are listed after each position.
Atoms and positions in Å:
1 C -0.44050 -1.60060 -1.25846  C4 1.507, H9 1.164, H13 1.101, H15 1.092
2 H -2.36072 1.78266 0.66141  C16 1.179
3 H 0.23720 2.09759 2.42088  C8 1.050
4 C 0.98158 -2.08556 -1.14328  C1 1.507, H5 1.088, S10 1.832, H14 1.062
5 H 0.87034 -3.16805 -1.16795  C4 1.088
6 H 2.51515 -2.13532 0.88007  S10 1.403
7 H 1.43631 1.65084 0.22460  P12 1.400
8 C -0.39273 2.10953 1.58078  H3 1.050, P12 1.759, C16 1.317
9 H -1.06091 -2.23139 -2.01407  C1 1.164
10 S 1.54312 -1.25081 0.38779  C4 1.832, H6 1.403
11 H -0.10846 2.43149 -0.97005  P12 1.392
12 P 0.54215 2.72819 0.22471  H7 1.400, C8 1.759, H11 1.392
13 H -0.88128 -1.65869 -0.25116  C1 1.101
14 H 1.49557 -1.85417 -2.04279  C4 1.062
15 H -0.40576 -0.59586 -1.68417  C1 1.092
16 C -1.69753 1.93917 1.62409  H2 1.179, C8 1.317, H17 1.076
17 H -2.27355 1.84099 2.52762  C16 1.076

The spin multiplicity is 1. The calculation puts the total energy at -24447.9939 eV. Its LUMO energy is 0.77 eV. Its SMILES is C=CP.CCS. As for the gap between HOMO and LUMO: 9.44 eV. For the energy relative to the best compared isomer or geometry (same formula, charge and spin), the calculation gives 54.8 kcal/mol.

No. 4
The following is a quantum chemistry calculation of an isolated molecule of C4H11PS, from the OMol25 dataset.

Bonds (Å) are listed after each position.
Atoms and positions in Å:
1 H -0.03609 2.38699 0.75787  C10 1.110
2 C 1.15222 0.26161 -0.87243  H9 1.190, S12 1.918, P15 1.928, H16 1.178
3 H -0.39781 -2.19352 0.34907  C7 1.078
4 H -0.41746 1.21343 2.16570  C10 1.109
5 H 2.98668 0.69005 0.78363  S12 1.375
6 H -1.66498 -0.66833 -1.97356  C13 1.091
7 C -0.34993 -1.39534 1.07143  H3 1.078, H11 1.092, H14 1.091, P15 1.795
8 H -1.66119 1.69890 1.21688  C10 1.053
9 H 1.20435 -0.46908 -1.81032  C2 1.190
10 C -0.62777 1.52134 1.12126  H1 1.110, H4 1.109, H8 1.053, P15 1.825
11 H -1.32944 -1.43435 1.55183  C7 1.092
12 S 2.92460 -0.17501 -0.28278  C2 1.918, H5 1.375
13 C -1.83385 -0.30867 -0.95761  H6 1.091, P15 1.673, H17 1.099
14 H 0.42827 -1.41389 1.83535  C7 1.091
15 P -0.53722 0.05787 0.03453  C2 1.928, C7 1.795, C10 1.825, C13 1.673
16 H 1.32772 1.35778 -1.26560  C2 1.178
17 H -2.57082 0.50003 -1.06029  C13 1.099

The spin multiplicity is 1. The calculation puts the total energy at -24447.9690 eV. Its LUMO energy is 0.61 eV. Its SMILES is C=P(C)(C)CS. As for the gap between HOMO and LUMO: 8.00 eV. For the energy relative to the best compared isomer or geometry (same formula, charge and spin), the calculation gives 55.4 kcal/mol.

No. 5
The following is a quantum chemistry calculation of a cluster of 2 separate species, C4H11PS2 in total, from the OMol25 dataset.

Bonds (Å) are listed after each position.
Atoms and positions in Å:
1 H -2.90234 -1.09051 1.25822  C4 1.133
2 P 1.03816 -0.13873 -0.63423  C5 1.913, S6 2.094, S15 2.034
3 C -1.44009 0.40998 0.42073  C4 1.527, H7 1.024, C12 1.505
4 C -1.79439 -0.90123 1.11804  H1 1.133, C3 1.527, H8 1.115, H14 1.127
5 C 1.61352 -0.45438 -2.43136  P2 1.913, H9 1.115, H11 1.129, H17 1.135
6 S 1.41016 -1.88780 0.45472  P2 2.094, H13 1.315
7 H -1.98133 0.57100 -0.43393  C3 1.024
8 H -1.33614 -1.70353 0.49345  C4 1.115
9 H 2.00406 0.48470 -2.88724  C5 1.115
10 H -1.59162 2.46145 0.68929  C12 1.126
11 H 2.56861 -1.02100 -2.22535  C5 1.129
12 C -0.91756 1.65269 1.08967  C3 1.505, H10 1.126, H16 1.093, H18 1.074
13 H 2.05228 -1.10810 1.29731  S6 1.315
14 H -1.38729 -0.99631 2.16492  C4 1.127
15 S 2.29571 1.35753 -0.07097  P2 2.034
16 H 0.10570 1.86901 0.77349  C12 1.093
17 H 1.01177 -1.01040 -3.21658  C5 1.135
18 H -0.74920 1.50563 2.13982  C12 1.074

The spin multiplicity is 3. The calculation puts the total energy at -35282.2413 eV. Its LUMO energy (alpha / beta) is 0.66 / -2.45 eV. As for the gap between HOMO and LUMO (alpha / beta): 7.12 / 6.46 eV. For the energy relative to the best compared isomer or geometry (same formula, charge and spin), the calculation gives 21.6 kcal/mol.

No. 6
The following is a quantum chemistry calculation of a cluster of 2 separate species, C4H11S in total, from the OMol25 dataset.

Bonds (Å) are listed after each position.
Atoms and positions in Å:
1 H 2.06301 1.58253 1.17580  C15 1.087
2 C -0.20205 -1.46793 -2.15240  H6 1.090, H10 1.093, S12 1.829, H14 1.095
3 H -1.59392 -0.14920 -0.02302  C4 1.097
4 C -0.93163 -0.14436 0.85196  H3 1.097, H5 1.086, H7 1.088, C11 1.524
5 H -0.46187 -1.11650 0.96893  C4 1.086
6 H 0.78586 -1.12589 -1.84324  C2 1.090
7 H -1.49170 0.15206 1.73653  C4 1.088
8 H 1.46507 0.23443 2.05539  C15 1.095
9 H -0.33819 1.83382 0.15286  C11 1.095
10 H -0.07333 -2.15541 -2.99250  C2 1.093
11 C 0.11861 0.90455 0.50814  C4 1.524, H9 1.095, H13 1.090, C15 1.542
12 S -1.23788 -0.05601 -2.67889  C2 1.829
13 H 0.64442 0.59160 -0.39449  C11 1.090
14 H -0.62873 -2.10152 -1.36816  C2 1.095
15 C 1.15138 1.18815 1.61707  H1 1.087, H8 1.095, C11 1.542, H16 1.086
16 H 0.73097 1.82968 2.38604  C15 1.086

The spin multiplicity is 1. The calculation puts the total energy at -15162.1222 eV. Its LUMO energy is 3.87 eV. As for the gap between HOMO and LUMO: 6.04 eV. Its total charge is -1. For the energy relative to the best compared isomer or geometry (same formula, charge and spin), the calculation gives 15.7 kcal/mol.